# 1
{"formula": "C5H12N2O", "method": "ωB97M-V/def2-TZVPD", "elements": ["O", "N", "N", "C", "C", "C", "C", "C", "H", "H", "H", "H", "H", "H", "H", "H", "H", "H", "H", "H"], "positions_angstrom": [[0.234, -2.274, 1.074], [-0.004, -1.261, 0.034], [2.044, 0.485, 1.253], [0.050, 1.117, 0.056], [-0.685, -0.090, 0.583], [-0.707, 2.074, -0.811], [1.326, 1.312, 0.416], [-0.669, -1.823, -1.113], [-0.670, -1.069, -1.899], [-1.137, 1.561, -1.672], [-1.708, -2.125, -0.899], [1.859, 2.188, 0.065], [-0.101, -2.687, -1.456], [-1.751, -0.061, 0.316], [-0.620, -2.656, 1.356], [-1.535, 2.528, -0.260], [-0.598, -0.129, 1.674], [1.685, -0.473, 1.329], [3.044, 0.517, 1.123], [-0.056, 2.867, -1.169]], "nbo_charge": [-0.61, -0.15, -0.82, -0.12, -0.29, -0.61, 0.03, -0.43, 0.22, 0.20, 0.16, 0.19, 0.22, 0.18, 0.44, 0.20, 0.22, 0.40, 0.38, 0.21], "homo_ev": -7.620, "homo_lumo_gap_ev": 8.550, "max_force_ha_per_bohr": 0.030, "mol_weight_g_mol": 116.16, "e_above_lowest_ev": 3.3948, "multiplicity": 1, "energy_ev": -10405.0292, "charge": 0, "smiles": "C/C(=C/N)CN(C)O"}

=====

# 2
{"formula": "C5H12N2O", "method": "ωB97M-V/def2-TZVPD", "elements": ["O", "N", "N", "C", "C", "C", "C", "C", "H", "H", "H", "H", "H", "H", "H", "H", "H", "H", "H", "H"], "positions_angstrom": [[0.881, -0.123, 0.442], [-0.201, 0.418, -1.789], [-0.731, -1.811, -1.703], [-1.070, -0.036, 1.949], [0.011, 1.788, -1.465], [1.974, 0.099, 1.299], [-0.478, -0.608, 0.870], [-1.031, -0.496, -1.259], [-1.573, -0.598, 2.717], [-1.013, 1.021, 2.160], [0.151, -2.105, -1.301], [-0.452, -1.696, 0.893], [-0.369, 2.384, -2.303], [-0.534, 2.089, -0.564], [1.086, 1.989, -1.444], [-2.077, -0.297, -1.511], [2.789, 0.483, 0.685], [2.337, -0.841, 1.727], [-1.450, -2.488, -1.488], [1.751, 0.828, 2.083]], "nbo_charge": [-0.59, -0.39, -0.80, -0.41, -0.43, -0.23, 0.07, 0.16, 0.21, 0.20, 0.37, 0.19, 0.20, 0.18, 0.20, 0.18, 0.20, 0.16, 0.36, 0.17], "homo_ev": -7.749, "homo_lumo_gap_ev": 7.497, "max_force_ha_per_bohr": 0.119, "mol_weight_g_mol": 116.16, "e_above_lowest_ev": 6.4978, "multiplicity": 1, "energy_ev": -10401.9261, "charge": 0, "smiles": "C/N=C/N.C=COC"}

=====

# 3
{"formula": "C5H12N2O", "method": "ωB97M-V/def2-TZVPD", "elements": ["O", "N", "N", "C", "C", "C", "C", "C", "H", "H", "H", "H", "H", "H", "H", "H", "H", "H", "H", "H"], "positions_angstrom": [[-0.786, 2.702, -0.014], [-0.571, 0.527, -0.648], [-1.338, 0.337, 0.523], [-0.249, 1.775, -0.817], [1.432, 0.011, 1.166], [-2.242, -0.775, 0.433], [0.658, -0.635, 0.051], [1.464, -0.919, -1.192], [2.181, -1.711, -0.950], [0.472, 2.102, -1.549], [2.370, -0.535, 1.306], [0.876, 0.005, 2.099], [0.835, -1.268, -2.007], [0.095, -1.507, 0.362], [-1.354, 2.123, 0.583], [-3.211, -0.446, 0.035], [1.686, 1.042, 0.912], [-1.926, -1.616, -0.208], [2.012, -0.037, -1.523], [-2.404, -1.176, 1.439]], "nbo_charge": [-0.66, -0.28, -0.61, 0.37, -0.67, -0.43, 0.16, -0.65, 0.22, 0.17, 0.23, 0.24, 0.23, 0.21, 0.52, 0.18, 0.23, 0.16, 0.21, 0.19], "homo_ev": -6.804, "homo_lumo_gap_ev": 7.183, "max_force_ha_per_bohr": 0.064, "mol_weight_g_mol": 116.16, "e_above_lowest_ev": 5.4799, "multiplicity": 1, "energy_ev": -10402.9441, "charge": 0}

=====

# 4
{"formula": "C5H12N2O", "method": "ωB97M-V/def2-TZVPD", "elements": ["O", "N", "N", "C", "C", "C", "C", "C", "H", "H", "H", "H", "H", "H", "H", "H", "H", "H", "H", "H"], "positions_angstrom": [[1.551, -1.096, -0.856], [-1.980, -1.619, -0.500], [0.335, 2.302, -0.588], [-1.314, 0.569, 0.658], [0.192, -0.260, -0.912], [-0.017, 0.991, -0.056], [2.033, -1.007, 0.422], [-0.913, -0.812, 0.097], [-2.817, -1.533, 0.003], [-1.047, 0.679, 1.959], [-2.252, 1.080, 0.037], [0.130, -0.041, -2.006], [1.593, -0.668, 1.656], [-1.956, -1.084, -1.503], [2.989, -0.022, 0.210], [0.815, 0.721, 0.758], [-0.306, -1.160, 1.022], [-0.353, 2.456, -1.354], [0.800, 2.979, 0.263], [2.516, -2.475, 0.689]], "nbo_charge": [-0.56, -0.81, -0.90, -0.44, 0.04, -0.11, -0.31, -0.08, 0.36, 0.22, 0.21, 0.22, 0.21, 0.36, 0.18, 0.22, 0.21, 0.39, 0.42, 0.18], "homo_ev": -8.898, "homo_lumo_gap_ev": 9.247, "max_force_ha_per_bohr": 0.119, "mol_weight_g_mol": 116.16, "e_above_lowest_ev": 10.7019, "multiplicity": 1, "energy_ev": -10397.7221, "charge": 0}

=====

# 5
{"formula": "C5H12N2O", "method": "ωB97M-V/def2-TZVPD", "elements": ["O", "N", "N", "C", "C", "C", "C", "C", "H", "H", "H", "H", "H", "H", "H", "H", "H", "H", "H", "H"], "positions_angstrom": [[0.660, 1.825, -0.370], [-1.054, 1.570, -1.830], [2.101, -0.639, 1.729], [0.943, -0.214, 1.416], [-0.174, -0.499, 2.316], [0.214, -1.289, -1.297], [0.241, 1.448, -1.480], [-1.436, -0.229, 1.995], [0.367, -2.318, -0.975], [2.823, -0.352, 1.066], [-1.677, 0.308, 1.086], [0.362, -0.743, -0.200], [-1.380, 1.207, -2.710], [0.795, 0.801, 0.645], [-2.267, -0.543, 2.613], [-0.769, -1.239, -1.759], [0.993, -1.055, -2.018], [0.916, 1.215, -2.310], [-1.724, 1.826, -1.120], [0.066, -1.078, 3.203]], "nbo_charge": [-0.64, -0.80, -0.62, -0.02, -0.24, -0.89, 0.55, -0.36, 0.23, 0.33, 0.18, 0.24, 0.40, 0.27, 0.20, 0.20, 0.20, 0.14, 0.41, 0.21], "homo_ev": -8.522, "homo_lumo_gap_ev": 9.155, "max_force_ha_per_bohr": 0.078, "mol_weight_g_mol": 116.16, "e_above_lowest_ev": 3.9658, "multiplicity": 1, "energy_ev": -10404.4582, "charge": 0, "smiles": "[H]/N=C/C=C.NC=O.C"}

=====

# 6
{"formula": "C5H12N2O", "method": "ωB97M-V/def2-TZVPD", "elements": ["O", "N", "N", "C", "C", "C", "C", "C", "H", "H", "H", "H", "H", "H", "H", "H", "H", "H", "H", "H"], "positions_angstrom": [[1.086, -2.259, -2.485], [-1.032, -1.617, -2.037], [1.323, 1.159, 1.496], [0.096, 0.522, 1.733], [-1.056, 1.459, 1.931], [0.292, -1.368, -2.278], [-0.045, -0.806, 1.702], [0.693, 0.084, -2.205], [-1.012, -1.259, 1.865], [-1.972, 0.906, 2.125], [-0.880, 2.135, 2.771], [1.640, 0.202, -2.723], [-1.689, -0.854, -2.117], [0.802, -1.459, 1.536], [2.108, 0.550, 1.606], [1.448, 1.990, 2.047], [-1.355, -2.552, -2.219], [-1.199, 2.069, 1.038], [0.806, 0.350, -1.152], [-0.056, 0.748, -2.634]], "nbo_charge": [-0.61, -0.83, -0.82, 0.19, -0.65, 0.68, -0.51, -0.72, 0.20, 0.22, 0.21, 0.24, 0.39, 0.20, 0.37, 0.37, 0.40, 0.22, 0.25, 0.21], "homo_ev": -8.415, "homo_lumo_gap_ev": 9.247, "max_force_ha_per_bohr": 0.009, "mol_weight_g_mol": 116.16, "e_above_lowest_ev": 0.8731, "multiplicity": 1, "energy_ev": -10407.5509, "charge": 0, "smiles": "C=C(C)N.CC(N)=O"}

=====

# 7
{"formula": "C5H12N2O", "method": "ωB97M-V/def2-TZVPD", "elements": ["O", "N", "N", "C", "C", "C", "C", "C", "H", "H", "H", "H", "H", "H", "H", "H", "H", "H", "H", "H"], "positions_angstrom": [[-3.496, -2.415, -1.638], [-2.005, -0.876, -0.887], [1.136, 0.745, 0.305], [1.697, -0.341, 1.077], [-2.387, -1.937, -1.655], [-0.309, 0.605, 0.137], [-0.595, -0.480, -0.899], [1.464, 2.054, 0.805], [1.224, 2.817, 0.061], [-0.755, 0.387, 1.116], [0.995, -0.828, 1.767], [-2.487, -0.869, 0.002], [2.535, 2.177, 0.952], [-0.747, 1.544, -0.219], [2.552, -0.072, 1.681], [0.994, 2.335, 1.757], [0.060, -1.304, -0.620], [-1.593, -2.383, -2.277], [-0.385, -0.052, -1.872], [2.101, -1.105, 0.404]], "nbo_charge": [-0.59, -0.63, -0.45, -0.43, 0.53, -0.21, -0.23, -0.41, 0.20, 0.16, 0.18, 0.40, 0.20, 0.21, 0.21, 0.16, 0.19, 0.10, 0.21, 0.20], "homo_ev": -8.945, "homo_lumo_gap_ev": 9.799, "max_force_ha_per_bohr": 0.022, "mol_weight_g_mol": 116.16, "e_above_lowest_ev": 1.7373, "multiplicity": 1, "energy_ev": -10406.6867, "charge": 0, "smiles": "CN(C)CCNC=O"}

=====

# 8
{"formula": "C5H12N2O", "method": "ωB97M-V/def2-TZVPD", "elements": ["O", "N", "N", "C", "C", "C", "C", "C", "H", "H", "H", "H", "H", "H", "H", "H", "H", "H", "H", "H"], "positions_angstrom": [[0.645, -2.611, 1.467], [0.467, 1.236, 0.999], [0.397, -1.673, -0.588], [-0.572, -0.660, -0.162], [0.060, 0.735, -0.286], [-1.813, -0.786, -1.040], [0.826, 2.647, 1.001], [0.859, -2.601, 0.270], [0.911, 0.654, -0.983], [-0.069, 3.259, 0.895], [-0.645, 1.468, -0.680], [1.259, 2.919, 1.969], [-0.761, -0.861, 0.883], [1.583, 2.914, 0.252], [0.684, -1.665, -1.555], [-2.653, -0.297, -0.542], [1.483, -3.363, -0.207], [-1.694, -0.207, -1.963], [1.074, 0.699, 1.596], [-2.041, -1.805, -1.325]], "nbo_charge": [-0.63, -0.64, -0.61, -0.08, -0.21, -0.61, -0.41, 0.53, 0.16, 0.19, 0.19, 0.20, 0.25, 0.16, 0.39, 0.22, 0.11, 0.20, 0.38, 0.22], "homo_ev": -8.616, "homo_lumo_gap_ev": 9.491, "max_force_ha_per_bohr": 0.026, "mol_weight_g_mol": 116.16, "e_above_lowest_ev": 1.2958, "multiplicity": 1, "energy_ev": -10407.1282, "charge": 0, "smiles": "CNC[C@@H](C)NC=O"}

=====

# 9
{"formula": "C5H12N2O", "method": "ωB97M-V/def2-TZVPD", "elements": ["O", "N", "N", "C", "C", "C", "C", "C", "H", "H", "H", "H", "H", "H", "H", "H", "H", "H", "H", "H"], "positions_angstrom": [[-1.805, -0.249, -3.082], [-0.356, 0.306, -1.378], [0.584, 2.334, 1.407], [0.312, -1.036, 0.691], [1.294, -2.008, 0.058], [-0.626, 1.368, 0.839], [-1.401, -0.409, -1.951], [0.197, 0.332, -0.034], [1.332, -2.993, 0.467], [-1.941, -1.175, -1.298], [1.360, -2.009, -1.035], [-0.128, 2.456, 0.383], [0.130, 1.045, -1.869], [-0.690, -1.443, 0.720], [2.294, -1.617, 0.191], [0.159, 2.875, 2.168], [1.266, 0.622, -0.055], [-1.548, 1.494, 0.232], [0.548, -0.817, 1.747], [-0.982, 0.924, 1.798]], "nbo_charge": [-0.59, -0.65, -0.79, -0.40, -0.63, -0.45, 0.53, -0.04, 0.22, 0.12, 0.22, 0.42, 0.40, 0.19, 0.21, 0.34, 0.23, 0.23, 0.22, 0.24], "homo_ev": -9.670, "homo_lumo_gap_ev": 10.443, "max_force_ha_per_bohr": 0.099, "mol_weight_g_mol": 116.16, "e_above_lowest_ev": 5.2489, "multiplicity": 1, "energy_ev": -10403.1751, "charge": 0}

=====

# 10
{"formula": "C5H12N2O", "method": "ωB97M-V/def2-TZVPD", "elements": ["O", "N", "N", "C", "C", "C", "C", "C", "H", "H", "H", "H", "H", "H", "H", "H", "H", "H", "H", "H"], "positions_angstrom": [[-1.207, 1.428, -1.010], [-1.200, -0.287, -2.409], [2.101, 0.418, 0.276], [1.177, 0.113, 2.524], [-1.294, 0.218, -1.085], [0.858, 0.199, 1.035], [0.254, -1.073, 0.426], [-1.250, -0.872, -0.036], [0.224, 0.264, 3.061], [2.513, 1.357, 0.354], [0.311, 1.133, 0.898], [1.970, 0.954, 2.783], [2.743, -0.303, 0.491], [-1.866, -0.479, 0.786], [-1.200, 0.491, -3.148], [-1.747, -1.865, -0.327], [1.547, -0.901, 2.837], [0.772, -1.458, -0.486], [-0.613, -1.255, -2.693], [0.224, -1.784, 1.272]], "nbo_charge": [-0.60, -0.89, -0.85, -0.62, 0.68, -0.09, -0.39, -0.50, 0.21, 0.37, 0.22, 0.22, 0.35, 0.23, 0.40, 0.23, 0.20, 0.22, 0.40, 0.21], "homo_ev": -8.933, "homo_lumo_gap_ev": 9.865, "max_force_ha_per_bohr": 0.090, "mol_weight_g_mol": 116.16, "e_above_lowest_ev": 1.9542, "multiplicity": 1, "energy_ev": -10406.4698, "charge": 0, "smiles": "C[C@@H](N)CCC(N)=O"}

=====

# 11
{"formula": "C5H12N2O", "method": "ωB97M-V/def2-TZVPD", "elements": ["O", "N", "N", "C", "C", "C", "C", "C", "H", "H", "H", "H", "H", "H", "H", "H", "H", "H", "H", "H"], "positions_angstrom": [[-5.170, 3.139, 3.611], [-1.045, -0.817, -0.691], [3.654, -0.448, -0.340], [0.373, -0.959, -1.000], [1.208, -1.115, 0.174], [-1.639, 0.296, -1.047], [2.411, -0.164, 0.321], [0.876, -1.166, -2.263], [-5.176, 3.982, 3.330], [0.193, -0.995, -3.134], [2.022, 0.888, 0.158], [-1.018, 1.134, -1.460], [2.440, -0.011, 1.447], [-4.438, 2.541, 3.438], [1.714, -1.629, -2.436], [1.694, -2.145, 0.373], [4.102, 0.324, -0.784], [0.610, -1.100, 1.054], [4.274, -0.952, 0.162], [-2.692, 0.353, -0.935]], "nbo_charge": [-0.96, -0.39, -0.84, 0.14, -0.47, -0.07, -0.21, -0.43, 0.47, 0.19, 0.19, 0.16, 0.17, 0.49, 0.20, 0.22, 0.37, 0.23, 0.36, 0.18], "homo_ev": -8.681, "homo_lumo_gap_ev": 9.388, "max_force_ha_per_bohr": 0.151, "mol_weight_g_mol": 116.16, "e_above_lowest_ev": 4.2733, "multiplicity": 1, "energy_ev": -10404.1507, "charge": 0, "smiles": "C=NC(=C)CCN.O"}

=====

# 12
{"formula": "C5H12N2O", "method": "ωB97M-V/def2-TZVPD", "elements": ["O", "N", "N", "C", "C", "C", "C", "C", "H", "H", "H", "H", "H", "H", "H", "H", "H", "H", "H", "H"], "positions_angstrom": [[1.228, -0.565, -1.212], [0.738, -0.827, 1.092], [-1.517, -1.112, -1.940], [-0.070, 0.271, 1.806], [-0.313, 1.528, 0.961], [0.354, -0.904, -0.339], [-0.884, -1.418, -0.682], [0.866, 2.224, 0.219], [-0.903, 0.980, 0.048], [-1.058, -0.123, 2.006], [1.686, 2.605, 0.876], [-1.544, -2.072, -0.047], [0.414, 0.448, 2.812], [-0.716, -0.527, -2.392], [-1.985, -0.288, -1.361], [0.381, 3.107, -0.243], [-2.520, 0.831, 0.026], [1.329, 1.495, -0.485], [1.807, -0.693, 1.012], [-0.972, 2.121, 1.590]], "nbo_charge": [-0.54, -0.63, -0.83, -0.23, -0.46, 0.50, 0.13, -0.64, 0.20, 0.21, 0.20, 0.25, 0.21, 0.37, 0.47, 0.22, -0.26, 0.23, 0.40, 0.22], "homo_ev": -7.477, "homo_lumo_gap_ev": 4.245, "max_force_ha_per_bohr": 0.130, "mol_weight_g_mol": 116.16, "e_above_lowest_ev": 9.0325, "multiplicity": 1, "energy_ev": -10399.3915, "charge": 0}